1.
Density functional theory data (wB97M-V/def2-TZVPD) for a 2-piece molecular cluster, CBrO4 overall.

Cartesian coordinates (Å):
C1 -1.85 0.55 0.42
O1 -1.51 1.44 -0.22
O2 -2.30 -0.27 1.11
O3 0.62 -0.99 -0.07
O4 1.66 -0.88 -0.92
Br1 3.39 0.16 -0.32

Results
Relative energy (zero: lowest compared OMol25 entry of this formula, charge and spin)   0.227 eV
Charge   -1



2.
Density functional theory data (wB97M-V/def2-TZVPD) for a 2-piece molecular cluster, CCl2FNO2 overall.

Cartesian coordinates (Å):
C1 0.72 0.10 -0.41
N1 -0.80 0.09 -0.28
O1 -1.34 1.13 -0.08
O2 -1.22 -1.02 -0.43
F1 -0.35 -0.37 1.98
Cl1 1.59 1.48 -0.12
Cl2 1.40 -1.40 -0.67

Results
Relative energy (zero: lowest compared OMol25 entry of this formula, charge and spin)   4.270 eV